[1]
Computed, not measured: a cluster of 4 separate species, C27H62N3O3 in total, with ωB97M-V/def2-TZVPD.

Structure (XYZ):
```
95
Properties=species:S:1:pos:R:3
C -3.95098 -2.07313 -1.98118
O -4.03280 -0.72947 -2.51261
C -4.37081 0.12105 -1.46437
N -4.97676 1.33836 -2.03726
C -6.21244 1.43404 -2.43653
N -7.05540 0.31707 -2.36837
N -6.69603 2.57873 -2.92594
C -7.72605 3.22290 -2.07158
C -7.24893 3.63316 -0.66205
C -6.39461 4.95024 -0.70489
C -4.89955 4.67607 -0.36519
O -4.10925 5.51204 -1.20922
C -2.87226 5.03395 -1.52353
C -2.19581 3.88242 -0.78873
O -2.29243 5.56068 -2.37749
H -3.75859 -2.78475 -2.78096
H -3.13679 -2.07491 -1.24428
H -4.87789 -2.36607 -1.46789
H -5.11126 -0.30006 -0.77233
H -3.49973 0.42366 -0.86655
H -4.34667 2.13096 -2.11471
H -6.60021 -0.47243 -2.82457
H -7.22575 0.09351 -1.38896
H -5.94858 3.21963 -3.18406
H -8.02911 4.14188 -2.57971
H -8.62359 2.60425 -1.98428
H -8.13868 3.86900 -0.06868
H -6.70905 2.84032 -0.12505
H -6.80447 5.69002 -0.01953
H -6.39610 5.28084 -1.74890
H -4.72484 4.88698 0.69693
H -4.74574 3.60001 -0.51869
H -1.11473 3.99305 -0.83322
H -2.56841 3.68735 0.22084
H -2.41280 2.96549 -1.36672
C 1.19895 1.88502 0.64402
C 1.60504 3.32159 0.96287
C 2.26078 4.04254 -0.21522
C 3.56965 3.41953 -0.70045
C 4.66123 3.29903 0.36087
C 5.12303 4.64192 0.91709
H 2.06236 1.26467 0.39974
H 0.70223 1.43416 1.50602
H 0.50351 1.85483 -0.20041
H 2.26707 3.33072 1.83211
H 0.70879 3.87913 1.25487
H 2.43033 5.08654 0.06192
H 1.55733 4.06782 -1.05596
H 3.94869 4.01730 -1.53505
H 3.36897 2.42560 -1.11255
H 5.52124 2.79437 -0.08768
H 4.32405 2.65777 1.18081
H 5.50106 5.28479 0.11958
H 5.92766 4.49591 1.63949
H 4.31487 5.16765 1.42889
C 3.60661 -3.23333 2.83626
C 3.58200 -1.75285 2.47264
C 4.65354 -1.35915 1.45676
C 6.09801 -1.55877 1.92137
C 6.46981 -0.81396 3.20283
C 6.35279 0.69917 3.06499
H 4.54414 -3.51734 3.31649
H 2.79653 -3.46414 3.53099
H 3.47390 -3.85134 1.94742
H 3.67612 -1.14952 3.37998
H 2.60078 -1.51659 2.04782
H 4.50342 -0.31126 1.17625
H 4.50162 -1.93899 0.53972
H 6.76603 -1.23685 1.11613
H 6.29434 -2.62563 2.06270
H 7.50150 -1.06540 3.46273
H 5.85316 -1.15584 4.03883
H 6.98965 1.06581 2.25677
H 6.66316 1.19263 3.98764
H 5.32429 1.00213 2.85850
C -1.46844 -6.86873 -0.92617
C -0.01292 -7.22562 -1.21172
C 0.86701 -7.23187 0.03769
C 0.98757 -5.88509 0.75258
C 1.52345 -4.74077 -0.10648
C 2.94225 -4.97754 -0.61382
H -1.56499 -5.85700 -0.52601
H -2.05821 -6.91816 -1.84375
H -1.90675 -7.56538 -0.20850
H 0.39277 -6.53974 -1.96080
H 0.01834 -8.22193 -1.66029
H 1.86299 -7.59074 -0.23595
H 0.47019 -7.96508 0.74702
H 1.64170 -6.01252 1.62113
H 0.01102 -5.59687 1.15439
H 1.51703 -3.82590 0.49497
H 0.85764 -4.55433 -0.95467
H 3.63330 -5.12793 0.21731
H 3.28642 -4.11329 -1.18553
H 2.99854 -5.84807 -1.26899
```

## Properties
**ΔE to the lowest compared entry with this formula, charge and spin**: 0.427 eV
**Net charge**: +1

How is the electron density shared among the atoms? According to Mulliken, the charges in e are: number 1, C, carries -0.744; number 2, O, carries -0.342; number 3, C, carries -0.783; number 4, N, carries -0.001; number 5, C, carries 0.343; number 6, N, carries -0.575; number 7, N, carries -0.075; number 8, C, carries -1.124; number 9, C, carries -0.557; number 10, C, carries -0.859; number 11, C, carries 0.020; number 12, O, carries -0.353; number 13, C, carries 0.538; number 14, C, carries -0.189; number 15, O, carries -0.489; number 16, H, carries 0.262; number 17, H, carries 0.342; number 18, H, carries 0.330; number 19, H, carries 0.423; number 20, H, carries 0.499; number 21, H, carries 0.116; number 22, H, carries 0.348; number 23, H, carries 0.317; number 24, H, carries 0.371; number 25, H, carries 0.498; number 26, H, carries 0.397; number 27, H, carries 0.451; number 28, H, carries 0.479; number 29, H, carries 0.379; number 30, H, carries 0.398; number 31, H, carries 0.342; number 32, H, carries -0.095; number 33, H, carries -0.104; number 34, H, carries 0.372; number 35, H, carries 0.046; number 36, C, carries -0.972; number 37, C, carries -0.533; number 38, C, carries -0.549; number 39, C, carries -1.016; number 40, C, carries 0.404; number 41, C, carries -1.357; number 42, H, carries 0.159; number 43, H, carries 0.389; number 44, H, carries 0.229; number 45, H, carries 0.394; number 46, H, carries 0.393; number 47, H, carries 0.366; number 48, H, carries 0.292; number 49, H, carries 0.408; number 50, H, carries 0.322; number 51, H, carries 0.399; number 52, H, carries -0.326; number 53, H, carries 0.310; number 54, H, carries 0.399; number 55, H, carries 0.310; number 56, C, carries -1.108; number 57, C, carries -0.285; number 58, C, carries 0.082; number 59, C, carries -0.838; number 60, C, carries -0.439; number 61, C, carries -1.030; number 62, H, carries 0.391; number 63, H, carries 0.401; number 64, H, carries -0.045; number 65, H, carries 0.343; number 66, H, carries 0.308; number 67, H, carries -0.234; number 68, H, carries 0.244; number 69, H, carries 0.394; number 70, H, carries 0.321; number 71, H, carries 0.377; number 72, H, carries 0.236; number 73, H, carries 0.297; number 74, H, carries 0.429; number 75, H, carries 0.105; number 76, C, carries -1.142; number 77, C, carries -0.358; number 78, C, carries -0.814; number 79, C, carries -0.584; number 80, C, carries -0.214; number 81, C, carries -1.281; number 82, H, carries 0.228; number 83, H, carries 0.381; number 84, H, carries 0.296; number 85, H, carries 0.230; number 86, H, carries 0.379; number 87, H, carries 0.312; number 88, H, carries 0.404; number 89, H, carries 0.320; number 90, H, carries 0.337; number 91, H, carries 0.158; number 92, H, carries 0.393; number 93, H, carries 0.263; number 94, H, carries 0.330; number 95, H, carries 0.415

[2]
Computed, not measured: a cluster of 7 separate species, C27H63BrO16 in total, with ωB97M-V/def2-TZVPD.

Structure (XYZ):
```
107
Properties=species:S:1:pos:R:3
O 3.63409 6.00040 4.45869
C 3.68455 4.90560 3.86323
O 3.78426 4.72131 2.43913
C 4.51187 3.47594 2.25835
C 3.98771 2.61304 3.49518
O 5.05852 1.79757 4.05919
Br 2.33835 1.52511 3.31490
O 3.70135 3.61131 4.51281
H 4.35767 3.10122 1.19133
H 5.64242 3.59819 2.43419
H 5.16031 2.18785 4.96689
C -2.65089 4.89935 5.20817
O -2.23777 5.75242 4.14995
C -0.85317 5.60034 3.84025
C -0.65626 4.75973 2.58341
O -1.04838 3.40540 2.79848
C -2.31926 3.11457 2.23323
H -3.74151 4.91142 5.24965
H -2.32011 3.86947 5.05236
H -2.25923 5.27315 6.15971
H -0.30739 5.17097 4.68728
H -0.45568 6.60325 3.65782
H 0.40907 4.74722 2.33203
H -1.19643 5.19297 1.73342
H -2.23733 3.06258 1.14370
H -3.06843 3.85983 2.51338
H -2.64321 2.14014 2.60474
C -1.17420 -0.62096 1.08066
O -1.77406 0.43678 0.34485
C -1.27858 0.51615 -0.99067
C -2.27038 -0.08010 -1.98486
O -2.39273 -1.49051 -1.81101
C -3.58018 -1.84799 -1.11879
H -1.73944 -0.75700 2.00451
H -1.18637 -1.56133 0.52382
H -0.14300 -0.35617 1.33594
H -0.29997 0.03136 -1.07448
H -1.14788 1.57832 -1.21928
H -1.89457 0.08461 -2.99933
H -3.24769 0.41022 -1.90558
H -4.44652 -1.71486 -1.77406
H -3.71154 -1.25937 -0.20716
H -3.51024 -2.90281 -0.84382
C -3.06293 -8.00846 2.87713
O -3.80207 -7.25498 1.92583
C -4.02337 -5.91083 2.35044
C -3.07515 -4.94534 1.64775
O -1.72498 -5.15274 2.05911
C -0.97069 -5.86945 1.09106
H -2.75305 -8.94259 2.40550
H -2.16995 -7.47532 3.21210
H -3.69746 -8.24337 3.73772
H -3.93419 -5.82395 3.43873
H -5.05133 -5.65567 2.07588
H -3.34091 -3.92223 1.93125
H -3.16894 -5.02667 0.55851
H -0.75595 -5.22334 0.23433
H -1.49273 -6.76872 0.75456
H -0.02454 -6.16769 1.54839
C 2.04665 -0.00778 -4.53845
O 1.44547 1.04998 -5.27231
C 1.93907 1.13187 -6.60909
C 0.94740 0.53606 -7.60208
O 0.82656 -0.87508 -7.43088
C -0.36003 -1.23566 -6.73790
H 1.48219 -0.14554 -3.61429
H 2.03489 -0.94751 -5.09594
H 3.07773 0.25839 -4.28424
H 2.91781 0.64810 -6.69546
H 2.06817 2.19344 -6.83609
H 1.32193 0.70323 -8.61640
H -0.03045 1.02521 -7.52054
H -1.22758 -1.10177 -7.39147
H -0.49082 -0.64927 -5.82478
H -0.28850 -2.29094 -6.46554
C 2.88250 7.58790 -5.52159
O 1.81923 7.86917 -6.42118
C 2.13641 7.50974 -7.76490
C 1.46896 6.19664 -8.15886
O 2.01904 5.09766 -7.43445
C 1.17475 4.67274 -6.37346
H 2.50241 7.68654 -4.50327
H 3.26766 6.57358 -5.65236
H 3.69117 8.31155 -5.66605
H 3.22063 7.45628 -7.91031
H 1.74987 8.30664 -8.40733
H 1.66193 6.00817 -9.21930
H 0.38295 6.25224 -8.02016
H 0.30419 4.14808 -6.77971
H 0.84598 5.51181 -5.75514
H 1.73798 3.97907 -5.74559
C -0.03571 -6.79476 7.82208
O -0.49430 -7.25216 6.55755
C -0.73323 -6.17938 5.64680
C 0.40188 -6.04641 4.63769
O 1.60842 -5.61891 5.26869
C 2.52472 -6.68681 5.46184
H 0.32296 -7.65711 8.38687
H 0.78400 -6.07898 7.72224
H -0.86304 -6.33451 8.37187
H -0.89126 -5.23790 6.18363
H -1.65503 -6.41828 5.10867
H 0.13425 -5.27781 3.90696
H 0.55622 -6.98658 4.09452
H 2.96614 -6.97603 4.50298
H 2.04612 -7.55342 5.92509
H 3.32219 -6.33679 6.12113
```

## Properties
**E**: -131814.385 eV
**Structure (SMILES)**: O=C1OC[C@](O)(Br)O1.COCCOC.COCCOC.COCCOC.COCCOC.COCCOC.COCCOC

Mulliken population analysis, charges in e, atoms 1 to 99: number 1, O, carries -0.520; number 2, C, carries 0.589; number 3, O, carries -0.284; number 4, C, carries -0.294; number 5, C, carries 0.603; number 6, O, carries -0.488; number 7, Br, carries -0.147; number 8, O, carries -0.353; number 9, H, carries 0.281; number 10, H, carries 0.255; number 11, H, carries 0.344; number 12, C, carries -0.705; number 13, O, carries -0.388; number 14, C, carries -0.477; number 15, C, carries -0.545; number 16, O, carries -0.216; number 17, C, carries -0.707; number 18, H, carries 0.253; number 19, H, carries 0.286; number 20, H, carries 0.328; number 21, H, carries 0.310; number 22, H, carries 0.375; number 23, H, carries 0.331; number 24, H, carries 0.350; number 25, H, carries 0.226; number 26, H, carries 0.380; number 27, H, carries 0.195; number 28, C, carries -0.867; number 29, O, carries -0.281; number 30, C, carries -0.461; number 31, C, carries -0.669; number 32, O, carries -0.373; number 33, C, carries -0.441; number 34, H, carries 0.250; number 35, H, carries 0.478; number 36, H, carries 0.274; number 37, H, carries 0.351; number 38, H, carries 0.384; number 39, H, carries 0.444; number 40, H, carries 0.303; number 41, H, carries 0.358; number 42, H, carries 0.247; number 43, H, carries 0.012; number 44, C, carries -0.399; number 45, O, carries -0.405; number 46, C, carries -0.674; number 47, C, carries -0.341; number 48, O, carries -0.167; number 49, C, carries -0.866; number 50, H, carries 0.276; number 51, H, carries -0.030; number 52, H, carries 0.317; number 53, H, carries 0.296; number 54, H, carries 0.409; number 55, H, carries 0.346; number 56, H, carries 0.347; number 57, H, carries 0.268; number 58, H, carries 0.359; number 59, H, carries 0.275; number 60, C, carries -0.633; number 61, O, carries -0.239; number 62, C, carries -0.332; number 63, C, carries -0.571; number 64, O, carries -0.386; number 65, C, carries -0.635; number 66, H, carries 0.058; number 67, H, carries 0.350; number 68, H, carries 0.313; number 69, H, carries 0.348; number 70, H, carries 0.203; number 71, H, carries 0.387; number 72, H, carries 0.333; number 73, H, carries 0.343; number 74, H, carries 0.216; number 75, H, carries 0.249; number 76, C, carries -0.699; number 77, O, carries -0.373; number 78, C, carries -0.512; number 79, C, carries -0.551; number 80, O, carries -0.350; number 81, C, carries -0.765; number 82, H, carries 0.245; number 83, H, carries 0.284; number 84, H, carries 0.329; number 85, H, carries 0.327; number 86, H, carries 0.374; number 87, H, carries 0.388; number 88, H, carries 0.355; number 89, H, carries 0.346; number 90, H, carries 0.425; number 91, H, carries 0.193; number 92, C, carries -0.762; number 93, O, carries -0.384; number 94, C, carries -0.162; number 95, C, carries -0.200; number 96, O, carries -0.412; number 97, C, carries -0.738; number 98, H, carries 0.251; number 99, H, carries 0.325